# 1
{
  "formula": "C28H22BrN2O6S2",
  "method": "ωB97M-V with the def2-TZVPD basis set",
  "elements": ["C", "C", "C", "C", "C", "S", "O", "O", "N", "C", "C", "C", "C", "C", "Br", "C", "C", "N", "O", "O", "C", "C", "C", "H", "H", "H", "H", "H", "H", "H", "H", "H", "H", "H", "C", "C", "C", "C", "S", "C", "C", "C", "C", "C", "C", "C", "O", "O", "C", "C", "H", "H", "H", "H", "H", "H", "H", "H", "H", "H", "H"],
  "positions_angstrom": [[-6.047, 4.389, 0.949], [-5.112, 3.225, 1.121], [-4.922, 2.670, 2.389], [-4.063, 1.588, 2.576], [-3.337, 1.082, 1.492], [-2.197, -0.276, 1.739], [-2.253, -0.692, 3.116], [-2.176, -1.202, 0.644], [-0.552, 0.424, 1.508], [-0.097, 1.497, 2.285], [-0.652, 2.060, 3.430], [-0.012, 3.168, 3.991], [1.174, 3.664, 3.414], [1.730, 3.075, 2.267], [3.273, 3.836, 1.478], [1.112, 1.953, 1.715], [1.356, 1.069, 0.569], [2.484, 1.166, -0.305], [3.640, 1.162, 0.191], [2.283, 1.232, -1.554], [0.318, 0.174, 0.487], [-3.555, 1.596, 0.208], [-4.424, 2.672, 0.035], [-6.098, 4.692, -0.100], [-7.060, 4.136, 1.284], [-5.720, 5.252, 1.541], [-5.459, 3.091, 3.241], [-3.941, 1.157, 3.567], [-1.542, 1.633, 3.885], [-0.422, 3.653, 4.876], [1.670, 4.519, 3.863], [0.117, -0.752, -0.171], [-3.043, 1.155, -0.644], [-4.581, 3.096, -0.959], [2.005, -3.222, -5.937], [1.437, -1.982, -5.626], [0.916, -1.750, -4.353], [0.964, -2.763, -3.390], [0.125, -2.510, -1.813], [1.087, -1.335, -0.878], [2.263, -1.966, -0.194], [3.577, -1.685, -0.624], [4.679, -2.117, 0.115], [4.491, -2.884, 1.268], [3.192, -3.241, 1.653], [2.089, -2.805, 0.912], [-1.101, -1.816, -2.126], [0.127, -3.788, -1.152], [1.557, -3.994, -3.683], [2.080, -4.218, -4.959], [2.389, -3.409, -6.941], [1.387, -1.191, -6.376], [0.458, -0.795, -4.101], [1.397, -0.616, -1.642], [3.717, -1.130, -1.552], [5.678, -1.827, -0.216], [5.350, -3.204, 1.861], [3.027, -3.863, 2.535], [1.079, -3.103, 1.195], [1.596, -4.769, -2.919], [2.540, -5.181, -5.186]],
  "homo_lumo_gap_ev": 5.01,
  "energy_ha": -5011.33895,
  "e_above_lowest_kcal_mol": 39.3,
  "lumo_energy_ev": 2.032,
  "charge": -1
}



# 2
{
  "formula": "C28H22Cl2N5O6PPb",
  "method": "ωB97M-V with the def2-TZVPD basis set",
  "elements": ["Pb", "O", "C", "C", "C", "C", "C", "C", "C", "O", "N", "N", "C", "C", "C", "C", "C", "C", "C", "O", "H", "H", "H", "H", "H", "H", "H", "H", "H", "H", "Cl", "C", "C", "C", "Cl", "C", "O", "C", "C", "O", "C", "H", "H", "H", "N", "C", "C", "C", "N", "C", "N", "C", "P", "C", "C", "O", "H", "H", "H", "H", "H", "H", "H", "H", "H"],
  "positions_angstrom": [[0.019, -0.153, -0.955], [0.841, 4.065, -0.836], [1.077, 4.397, 0.446], [1.947, 5.464, 0.677], [2.209, 5.884, 1.964], [1.610, 5.252, 3.053], [0.765, 4.185, 2.829], [0.488, 3.729, 1.535], [-0.381, 2.540, 1.307], [-0.700, 2.191, 0.139], [-0.705, 1.883, 2.417], [-1.506, 0.825, 2.335], [-1.766, -0.036, 3.277], [-2.700, -0.986, 2.787], [-3.337, -2.112, 3.315], [-4.204, -2.788, 2.489], [-4.423, -2.371, 1.163], [-3.794, -1.266, 0.626], [-2.946, -0.591, 1.486], [-2.225, 0.525, 1.173], [0.197, 3.325, -0.804], [2.391, 5.952, -0.182], [2.882, 6.717, 2.127], [1.805, 5.592, 4.061], [0.299, 3.675, 3.661], [-1.263, 0.043, 4.228], [-3.133, -2.439, 4.326], [-4.721, -3.664, 2.856], [-5.092, -2.944, 0.534], [-3.928, -0.964, -0.405], [0.759, -7.015, -4.692], [0.399, -5.628, -3.703], [-0.510, -5.765, -2.633], [-0.834, -4.691, -1.862], [-1.943, -4.883, -0.543], [-0.311, -3.371, -2.105], [-0.744, -2.379, -1.447], [0.682, -3.301, -3.134], [1.472, -2.141, -3.377], [1.517, -1.080, -2.733], [0.990, -4.430, -3.935], [-0.949, -6.732, -2.422], [2.161, -2.233, -4.233], [1.719, -4.326, -4.731], [0.559, -1.225, 1.023], [0.865, -1.783, 1.990], [1.238, -2.457, 3.147], [2.167, -3.533, 3.044], [2.941, -4.382, 2.935], [0.727, -2.004, 4.393], [0.289, -1.596, 5.382], [4.583, 1.448, 0.634], [3.579, 0.540, -0.537], [4.147, 0.997, -2.170], [3.973, -1.190, -0.291], [2.117, 0.856, -0.325], [5.645, 1.253, 0.474], [4.302, 1.141, 1.642], [4.380, 2.514, 0.520], [5.212, 0.794, -2.298], [3.951, 2.061, -2.309], [3.563, 0.429, -2.895], [5.033, -1.373, -0.476], [3.374, -1.797, -0.971], [3.732, -1.469, 0.737]],
  "homo_lumo_gap_ev": 7.38,
  "energy_ha": -3260.01606,
  "e_above_lowest_kcal_mol": 0.0,
  "lumo_energy_ev": -0.779
}



# 3
{
  "formula": "C28H22F3N4ReS2Sb",
  "method": "ωB97M-V with the def2-TZVPD basis set",
  "elements": ["Re", "S", "C", "S", "C", "C", "N", "C", "N", "N", "C", "N", "C", "C", "C", "C", "C", "H", "H", "H", "H", "H", "H", "H", "H", "H", "H", "F", "C", "C", "C", "C", "C", "C", "Sb", "C", "C", "C", "C", "F", "C", "C", "C", "C", "C", "C", "F", "C", "C", "H", "H", "H", "H", "H", "H", "H", "H", "H", "H", "H", "H"],
  "positions_angstrom": [[-0.396, -0.590, 0.457], [-2.269, 0.219, 1.297], [-1.665, -0.101, 2.937], [-0.052, -0.795, 2.604], [-2.236, 0.151, 4.122], [-1.535, -0.143, 5.335], [-0.972, -0.378, 6.308], [-3.540, 0.741, 4.179], [-4.598, 1.184, 4.192], [-0.834, -2.228, -0.568], [-1.093, -3.285, -1.014], [-1.397, -4.406, -1.515], [-0.400, -5.514, -1.641], [-0.828, -6.668, -0.749], [-2.260, -7.100, -1.059], [-3.232, -5.929, -0.927], [-2.818, -4.769, -1.816], [0.582, -5.117, -1.393], [-0.408, -5.796, -2.695], [-0.740, -6.367, 0.298], [-0.130, -7.491, -0.904], [-2.556, -7.903, -0.387], [-2.309, -7.507, -2.073], [-3.282, -5.590, 0.111], [-4.241, -6.228, -1.213], [-3.430, -3.880, -1.680], [-2.829, -5.045, -2.872], [7.003, 1.403, -0.807], [5.689, 1.462, -0.632], [5.186, 2.255, 0.385], [3.814, 2.314, 0.562], [2.975, 1.583, -0.277], [3.505, 0.794, -1.298], [4.874, 0.729, -1.481], [0.902, 1.759, -0.072], [0.525, 3.041, 1.540], [1.013, 2.738, 2.811], [0.738, 3.578, 3.875], [-0.033, 4.708, 3.642], [-0.302, 5.514, 4.662], [-0.531, 5.026, 2.390], [-0.249, 4.180, 1.330], [0.170, 2.672, -1.800], [-1.017, 2.259, -2.400], [-1.480, 2.898, -3.537], [-0.737, 3.948, -4.050], [-1.176, 4.565, -5.139], [0.448, 4.377, -3.472], [0.904, 3.728, -2.339], [5.865, 2.813, 1.015], [3.411, 2.939, 1.349], [2.860, 0.241, -1.972], [5.319, 0.134, -2.266], [1.617, 1.854, 2.985], [1.109, 3.379, 4.871], [-1.126, 5.920, 2.262], [-0.634, 4.420, 0.346], [-1.603, 1.446, -1.983], [-2.399, 2.605, -4.026], [0.991, 5.201, -3.915], [1.836, 4.050, -1.888]],
  "homo_lumo_gap_ev": [6.46, 6.44],
  "s2": 0.76,
  "energy_ha": -2713.03568,
  "multiplicity": 2,
  "e_above_lowest_kcal_mol": 1.3,
  "lumo_energy_ev": [-8.098, -8.095],
  "charge": 2
}



# 4
{
  "formula": "C28H22N4O3S",
  "method": "ωB97M-V with the def2-TZVPD basis set",
  "elements": ["C", "C", "H", "H", "O", "C", "O", "C", "C", "C", "H", "H", "S", "C", "N", "C", "C", "C", "C", "C", "N", "H", "H", "C", "C", "C", "C", "C", "C", "H", "H", "H", "H", "H", "O", "C", "C", "C", "N", "C", "C", "C", "C", "C", "C", "C", "H", "H", "H", "H", "H", "H", "N", "H", "H", "H", "H", "H"],
  "positions_angstrom": [[-2.929, 4.281, 0.200], [-1.970, 4.334, 1.380], [-1.495, 5.314, 1.457], [-2.503, 4.103, 2.309], [-0.891, 3.414, 1.226], [-1.112, 2.148, 1.603], [-2.172, 1.765, 2.049], [0.088, 1.313, 1.456], [0.092, 0.037, 1.884], [-1.086, -0.691, 2.454], [-1.283, -0.372, 3.478], [-1.981, -0.517, 1.859], [-0.771, -2.480, 2.538], [-0.610, -2.813, 0.824], [-1.012, -1.885, -0.014], [-0.925, -2.078, -1.331], [-0.372, -3.257, -1.845], [0.056, -4.240, -0.974], [-0.064, -4.041, 0.400], [0.379, -5.005, 1.326], [0.763, -5.788, 2.071], [0.488, -5.159, -1.343], [-0.266, -3.406, -2.906], [-1.436, -0.993, -2.174], [-1.794, 0.220, -1.581], [-2.264, 1.267, -2.347], [-2.393, 1.125, -3.719], [-2.058, -0.078, -4.316], [-1.585, -1.128, -3.554], [-1.345, -2.058, -4.045], [-2.168, -0.200, -5.384], [-2.759, 1.946, -4.318], [-2.530, 2.200, -1.874], [-1.694, 0.327, -0.514], [1.212, -0.734, 1.883], [2.421, -0.137, 1.682], [2.536, 1.140, 1.249], [3.793, 1.742, 1.139], [4.826, 2.243, 1.073], [1.317, 1.917, 0.807], [1.166, 1.874, -0.704], [0.807, 3.018, -1.403], [0.668, 2.985, -2.779], [0.896, 1.810, -3.473], [1.255, 0.666, -2.783], [1.381, 0.696, -1.406], [1.658, -0.207, -0.880], [1.439, -0.254, -3.317], [0.798, 1.785, -4.548], [0.389, 3.882, -3.312], [0.640, 3.939, -0.864], [1.413, 2.963, 1.116], [3.451, -0.988, 1.944], [4.375, -0.596, 2.008], [3.245, -1.801, 2.500], [-3.690, 5.047, 0.316], [-3.413, 3.308, 0.162], [-2.390, 4.452, -0.729]],
  "homo_lumo_gap_ev": 8.10,
  "energy_ha": -1923.14435,
  "lumo_energy_ev": -0.514,
  "smiles": "CCOC(=O)C1=C(CSc2nc(-c3ccccc3)ccc2C#N)OC(N)=C(C#N)[C@H]1c1ccccc1"
}



# 5
{
  "formula": "C28H23ClN6O6S3Zr",
  "method": "ωB97M-V with the def2-TZVPD basis set",
  "elements": ["Zr", "C", "C", "N", "C", "S", "N", "N", "C", "C", "C", "C", "C", "C", "C", "N", "H", "H", "H", "H", "H", "H", "H", "H", "H", "H", "H", "H", "H", "O", "C", "O", "C", "C", "Cl", "N", "N", "C", "C", "O", "O", "C", "C", "C", "C", "C", "C", "H", "H", "H", "H", "H", "H", "O", "C", "O", "C", "C", "C", "C", "C", "C", "S", "H", "H", "H", "H", "S"],
  "positions_angstrom": [[0.347, -0.948, -0.438], [0.782, 2.073, -5.953], [1.053, 0.602, -5.669], [1.989, 0.414, -4.571], [1.472, 0.362, -3.271], [2.489, -0.387, -2.057], [0.303, 0.839, -3.047], [-0.099, 0.734, -1.716], [-0.985, 1.731, -1.335], [-1.516, 2.726, -2.317], [-1.301, 1.697, -0.014], [-2.205, 2.578, 0.670], [-2.467, 2.434, 1.990], [-1.849, 1.356, 2.710], [-1.014, 0.526, 2.030], [-0.703, 0.633, 0.710], [0.075, 2.179, -6.781], [0.350, 2.544, -5.071], [1.705, 2.597, -6.212], [0.105, 0.100, -5.446], [1.486, 0.130, -6.555], [2.651, -0.330, -4.714], [-0.757, 2.985, -3.053], [-2.376, 2.334, -2.873], [-1.834, 3.641, -1.812], [-2.691, 3.358, 0.096], [-3.161, 3.103, 2.487], [-2.045, 1.178, 3.759], [-0.564, -0.322, 2.535], [4.851, -4.041, 2.287], [4.882, -2.819, 2.775], [5.684, -2.480, 3.621], [3.871, -1.860, 2.251], [3.749, -0.533, 2.629], [4.670, 0.416, 3.698], [2.714, 0.015, 1.960], [2.169, -0.905, 1.145], [2.847, -2.026, 1.292], [2.453, -3.170, 0.376], [3.081, -4.238, 0.497], [1.556, -2.892, -0.453], [2.239, 1.369, 1.919], [1.795, 1.973, 3.082], [1.265, 3.254, 3.000], [1.155, 3.885, 1.774], [1.596, 3.256, 0.615], [2.160, 1.992, 0.683], [4.114, -4.174, 1.576], [1.836, 1.435, 4.019], [0.881, 3.731, 3.893], [0.690, 4.861, 1.712], [1.480, 3.735, -0.348], [2.473, 1.467, -0.211], [-0.964, -4.187, 1.779], [-1.372, -3.156, 1.271], [-0.662, -2.110, 1.039], [-2.868, -3.015, 1.000], [-3.676, -3.692, 1.915], [-5.054, -3.570, 1.925], [-5.662, -2.759, 0.975], [-4.883, -2.121, 0.029], [-3.486, -2.228, 0.017], [-2.742, -1.285, -1.292], [-3.166, -4.314, 2.639], [-5.644, -4.099, 2.664], [-6.740, -2.640, 0.953], [-5.355, -1.526, -0.745], [-1.180, -2.416, -2.041]],
  "homo_lumo_gap_ev": 4.48,
  "energy_ha": -3562.92770,
  "e_above_lowest_kcal_mol": 4.9,
  "lumo_energy_ev": 4.229,
  "charge": -2
}



# 6
{
  "formula": "C28H23CoIN5O",
  "method": "ωB97M-V with the def2-TZVPD basis set",
  "elements": ["Co", "C", "C", "O", "N", "C", "C", "C", "C", "C", "C", "N", "H", "H", "H", "H", "H", "H", "H", "H", "H", "H", "I", "C", "C", "C", "C", "C", "C", "C", "C", "C", "C", "H", "H", "H", "H", "H", "H", "N", "C", "C", "C", "C", "C", "C", "C", "N", "C", "C", "N", "C", "H", "H", "H", "H", "H", "H", "H"],
  "positions_angstrom": [[0.592, -0.395, 0.374], [-0.110, -4.091, -2.042], [-0.104, -2.609, -1.819], [0.180, -2.135, -0.710], [-0.418, -1.841, -2.867], [-0.474, -0.389, -2.798], [0.915, 0.198, -2.703], [1.619, 0.539, -3.852], [2.916, 1.014, -3.743], [3.474, 1.114, -2.478], [2.699, 0.789, -1.383], [1.451, 0.328, -1.486], [-0.516, -4.590, -1.164], [0.917, -4.437, -2.166], [-0.684, -4.369, -2.920], [-0.586, -2.279, -3.762], [-1.058, -0.097, -1.914], [-0.984, -0.019, -3.687], [1.150, 0.435, -4.816], [3.481, 1.299, -4.617], [4.486, 1.449, -2.324], [3.108, 0.915, -0.389], [0.770, 2.224, 1.274], [2.518, 1.557, 2.341], [3.262, 2.502, 3.009], [4.340, 2.099, 3.802], [4.638, 0.763, 3.924], [3.917, -0.213, 3.205], [4.258, -1.579, 3.284], [3.601, -2.516, 2.524], [2.554, -2.127, 1.682], [2.147, -0.806, 1.598], [2.828, 0.181, 2.360], [3.012, 3.550, 2.940], [4.917, 2.844, 4.330], [5.440, 0.448, 4.576], [5.058, -1.875, 3.946], [3.899, -3.550, 2.551], [2.066, -2.888, 1.090], [-3.007, -1.567, 10.206], [-2.827, -1.420, 9.087], [-2.635, -1.244, 7.695], [-3.751, -1.171, 6.859], [-3.584, -1.040, 5.495], [-2.302, -0.971, 4.950], [-1.190, -1.016, 5.794], [-1.351, -1.152, 7.157], [-2.122, -0.854, 3.555], [-3.089, -0.713, 2.593], [-2.444, -0.614, 1.397], [-1.096, -0.696, 1.606], [-0.942, -0.845, 2.909], [-4.742, -1.220, 7.283], [-4.460, -1.000, 4.868], [-0.190, -0.946, 5.400], [-0.489, -1.188, 7.805], [-4.140, -0.696, 2.802], [-2.861, -0.494, 0.416], [0.007, -0.967, 3.386]],
  "homo_lumo_gap_ev": [7.61, 4.40],
  "s2": 6.04,
  "energy_ha": -3109.76178,
  "multiplicity": 5,
  "e_above_lowest_kcal_mol": 8.5,
  "lumo_energy_ev": [-6.045, -9.252],
  "charge": 2
}



# 7
{
  "formula": "C28H23F12MoN3O5",
  "method": "ωB97M-V with the def2-TZVPD basis set",
  "elements": ["Mo", "C", "C", "C", "C", "C", "N", "C", "C", "C", "C", "C", "C", "C", "C", "O", "C", "F", "F", "F", "C", "F", "F", "F", "C", "C", "C", "O", "C", "F", "F", "F", "C", "F", "F", "F", "H", "H", "H", "H", "H", "H", "H", "H", "H", "H", "H", "H", "C", "C", "C", "C", "C", "C", "O", "N", "C", "O", "N", "C", "O", "H", "H", "H", "H", "H", "H", "H", "H", "H", "H", "H"],
  "positions_angstrom": [[0.449, -0.285, -1.141], [2.986, 1.599, 4.791], [2.185, 1.508, 3.522], [0.793, 1.432, 3.560], [0.065, 1.340, 2.396], [0.697, 1.337, 1.151], [-0.110, 1.244, -0.014], [-1.022, 2.260, -0.308], [-0.976, 3.471, 0.397], [-1.870, 4.491, 0.149], [-2.857, 4.362, -0.822], [-3.832, 5.471, -1.113], [-2.886, 3.179, -1.541], [-1.988, 2.137, -1.323], [-2.112, 0.869, -2.158], [-0.923, 0.154, -2.326], [-2.576, 1.144, -3.622], [-1.901, 2.174, -4.137], [-2.351, 0.083, -4.398], [-3.889, 1.417, -3.710], [-3.108, -0.103, -1.468], [-3.342, -1.196, -2.208], [-4.280, 0.473, -1.200], [-2.578, -0.520, -0.306], [2.096, 1.362, 1.091], [2.811, 1.464, 2.288], [2.819, 1.275, -0.258], [2.216, 0.395, -1.169], [2.905, 2.680, -0.912], [3.705, 2.687, -1.983], [1.696, 3.083, -1.312], [3.372, 3.585, -0.043], [4.256, 0.687, -0.121], [4.760, 0.352, -1.306], [5.117, 1.543, 0.451], [4.223, -0.429, 0.625], [2.603, 2.386, 5.442], [4.034, 1.810, 4.583], [2.937, 0.662, 5.350], [0.280, 1.436, 4.515], [-1.014, 1.267, 2.419], [-0.214, 3.610, 1.150], [-1.795, 5.407, 0.723], [-3.901, 6.162, -0.274], [-4.830, 5.078, -1.310], [-3.524, 6.044, -1.990], [-3.649, 3.070, -2.299], [3.889, 1.513, 2.272], [3.182, -4.058, 0.113], [2.298, -4.754, -0.913], [0.813, -4.346, -0.822], [-0.014, -5.043, -1.924], [-1.486, -4.650, -1.918], [0.271, -4.775, 0.534], [0.265, -5.932, 0.877], [-0.235, -3.794, 1.364], [-0.316, -2.428, 1.127], [-0.792, -1.669, 1.926], [0.191, -2.021, -0.105], [0.714, -2.866, -1.028], [1.105, -2.305, -2.070], [4.213, -4.394, 0.017], [2.862, -4.277, 1.134], [3.183, -2.973, -0.021], [2.334, -5.836, -0.783], [2.635, -4.524, -1.925], [0.098, -6.116, -1.768], [0.444, -4.790, -2.881], [-1.967, -4.908, -0.971], [-2.023, -5.173, -2.708], [-1.622, -3.579, -2.090], [-0.603, -4.106, 2.253]],
  "homo_lumo_gap_ev": [7.03, 7.51],
  "s2": 2.01,
  "energy_ha": -2888.07437,
  "multiplicity": 3,
  "e_above_lowest_kcal_mol": 0.0,
  "lumo_energy_ev": [-0.505, -0.513]
}